This record from the OMol25 dataset describes a structure of composition C28H49AsNO4S2Si2TeW. The level of theory is wB97M-V/def2-TZVPD.

Cartesian coordinates (Å):
W 0.03479 -0.27419 1.20383
C -2.74641 1.40771 4.38003
C -2.06251 1.96931 3.18093
C -0.66281 2.05731 3.11293
C -0.02941 2.66001 2.01523
C -0.80031 3.16701 0.96453
C -2.19111 3.09061 1.03583
C -2.80781 2.50731 2.12823
H -2.89211 2.20481 5.11173
H -2.15341 0.63121 4.85983
H -3.72991 1.01941 4.12603
H -0.07341 1.79811 3.98493
H 1.03179 2.88921 2.08053
H -0.33641 3.73131 0.16043
H -2.78641 3.52181 0.24193
H -3.88521 2.49271 2.18823
O 1.52389 -1.41419 0.70423
S 2.76329 -0.71759 1.40623
O 3.45819 0.01811 0.40683
N 1.75929 0.13551 2.35003
C 1.70689 -0.68269 3.56603
S 0.09589 -0.95929 4.08473
C 2.78519 -1.59169 3.71883
C 3.14289 -2.37209 4.83473
C 4.27529 -3.15219 4.75373
C 5.06889 -3.20469 3.59953
C 4.72099 -2.48669 2.46983
C 3.58809 -1.70139 2.55883
H 2.55259 -2.32199 5.73493
H 4.57419 -3.74099 5.60563
H 5.95449 -3.81699 3.59133
H 5.30579 -2.52439 1.56603
C 1.44469 -2.95929 -2.22277
C 0.04399 -2.51489 -2.03177
C -0.96911 -3.02789 -2.98617
O -0.27941 -1.74329 -1.08857
H 1.82299 -2.62249 -3.19047
H 1.48009 -4.04929 -2.25747
H 2.08999 -2.59629 -1.42247
H -1.19831 -4.06659 -2.73707
H -0.57111 -3.05809 -3.99867
H -1.89081 -2.44709 -2.95357
C -2.68321 -2.12149 2.95793
As -1.36911 -2.34739 1.49513
C -0.75931 -4.20569 1.94573
C -2.82221 -2.86009 0.19963
O -1.55901 0.26971 1.02123
H -3.38391 -2.96529 2.97443
H -3.24541 -1.20109 2.76073
H -2.21861 -2.04889 3.94173
H -1.55361 -4.93219 1.74403
H -0.52101 -4.24929 3.01303
H 0.12719 -4.49459 1.37803
H -3.52601 -3.51559 0.72863
H -2.44811 -3.38439 -0.68017
H -3.35041 -1.95009 -0.10287
C -2.28741 0.72681 -5.57887
Si -2.22001 1.30791 -3.76447
C -3.55971 0.38411 -2.75127
C -2.33941 3.19561 -3.62767
C -0.52691 0.50331 -3.22447
Te -0.79921 0.91031 -1.12557
C 1.29399 1.28361 -0.85017
Si 2.32499 2.78891 -1.71567
C 1.09429 3.47041 -2.99287
C 2.64349 4.07351 -0.35267
C 3.82459 1.81811 -2.34567
H -3.22311 1.03581 -6.02617
H -2.20871 -0.35059 -5.68727
H -1.49101 1.17881 -6.16017
H -4.45201 0.98911 -2.62367
H -3.18241 0.13511 -1.74547
H -3.88271 -0.53149 -3.23877
H -3.31471 3.50831 -3.98997
H -1.61481 3.68751 -4.26967
H -2.23001 3.57691 -2.61627
H 0.35909 0.97321 -3.63457
H -0.53231 -0.54159 -3.51587
H 1.81069 0.36791 -1.16877
H 1.50259 1.45421 0.22993
H 0.06609 3.32571 -2.65627
H 1.20439 3.00681 -3.96677
H 1.25999 4.53081 -3.15107
H 1.76749 4.67361 -0.11167
H 3.39789 4.77441 -0.70177
H 3.03359 3.64221 0.56713
H 3.58119 1.17541 -3.18987
H 4.23819 1.19191 -1.55597
H 4.61659 2.48461 -2.67257

- Net charge: +3
- Highest occupied orbital energy (spin up / spin down): -16.197 / -16.158 eV
- Gap between HOMO and LUMO (spin up / spin down): 5.5 / 5.7 eV

---

This record from the OMol25 dataset describes a structure of composition C28H49BKN4P2S7. The level of theory is wB97M-V/def2-TZVPD.

Cartesian coordinates (Å):
K -0.06386 -0.27356 -0.89820
C -2.80829 -0.04213 2.37372
C -3.77716 -0.15409 1.19919
S -3.45844 1.01607 -0.13784
C -4.00002 2.56770 0.64484
C -2.98507 3.68669 0.42144
S -1.76124 3.76070 1.75671
C -0.23938 3.91562 0.76738
C 1.00809 4.00550 1.64298
S 2.44824 3.30023 0.79373
C 1.32897 0.25703 2.09660
C -0.03937 0.38310 2.75151
S -1.20061 -0.77153 1.96268
H -3.22283 -0.55901 3.24195
H -2.64632 1.00398 2.63999
H -4.80306 -0.02493 1.55140
H -3.72034 -1.13987 0.73177
H -4.13801 2.39008 1.71261
H -4.97267 2.84817 0.23647
H -3.48933 4.64838 0.31205
H -2.43099 3.49695 -0.50003
H -0.32814 4.80161 0.13536
H -0.17132 3.04416 0.11588
H 0.82304 3.49473 2.59931
H 1.18234 5.05499 1.89635
H 1.65063 -0.77016 1.99270
H 1.38735 0.72809 1.11555
H -0.42186 1.39918 2.64377
H 0.02751 0.13855 3.81508
C -0.35007 -4.16906 0.08991
N 0.40787 -3.85469 1.28633
C 0.06710 -4.23138 2.56833
C 0.99916 -3.70786 3.38677
N 1.90555 -2.99157 2.62655
B 3.18922 -2.33611 3.21975
N 2.79365 -1.32674 4.40632
C 2.76663 -1.73081 5.71995
C 2.54222 -0.65415 6.50787
N 2.42520 0.42337 5.66012
C 2.15896 1.79820 6.04941
C 2.58609 -0.00114 4.38729
S 2.59812 1.12538 3.04561
C 1.53116 -3.08414 1.32024
S 2.26902 -2.40646 -0.04675
H -0.76961 -5.16923 0.18711
H 0.32398 -4.13252 -0.76157
H -1.14991 -3.44491 -0.07936
H -0.80341 -4.82959 2.76859
H 1.09404 -3.78175 4.45552
H 3.84166 -3.18933 3.77685
H 3.78480 -1.72160 2.38933
H 2.94148 -2.75939 5.97848
H 2.46326 -0.54990 7.57470
H 1.99860 1.82095 7.12448
H 1.27450 2.16372 5.53106
H 2.99876 2.43977 5.79076
C 3.64768 1.99843 -2.69665
P 2.23698 0.83680 -2.70073
C 3.05560 -0.69360 -3.30263
C 1.36026 1.30099 -4.26075
C 0.62731 2.64006 -4.17684
P -0.69250 2.72378 -2.87950
C -2.14250 2.11771 -3.82776
C -0.98845 4.53690 -2.95348
H 4.20528 1.97115 -3.63699
H 4.30678 1.73162 -1.86960
H 3.29623 3.01000 -2.49112
H 3.67403 -0.50944 -4.18598
H 2.29963 -1.44137 -3.54995
H 3.67780 -1.10839 -2.50835
H 0.65090 0.49198 -4.46833
H 2.07450 1.31866 -5.09228
H 0.18108 2.88913 -5.14616
H 1.33920 3.43899 -3.94601
H -2.25505 2.63082 -4.78722
H -3.04627 2.26683 -3.23308
H -2.05526 1.04002 -3.98390
H -1.11856 4.88788 -3.98107
H -0.14916 5.06304 -2.49668
H -1.88765 4.78488 -2.38643
S -2.24112 -1.62389 -2.35430
C -2.26082 -3.04440 -3.36938
C -3.43812 -3.47284 -4.00088
C -3.45607 -4.59745 -4.81112
C -2.30147 -5.34091 -5.02249
C -1.12540 -4.93410 -4.40391
C -1.10455 -3.80956 -3.59379
H -4.34348 -2.89967 -3.84447
H -4.38566 -4.89493 -5.28432
H -2.31716 -6.21810 -5.65755
H -0.21043 -5.49657 -4.55432
H -0.17951 -3.49968 -3.12057

- Net charge: -1
- Highest occupied orbital energy: -3.888 eV
- Gap between HOMO and LUMO: 5.9 eV

---

This record from the OMol25 dataset describes a cluster of 15 separate species, C28H49BrCl28F8NO in total. The level of theory is wB97M-V/def2-TZVPD.

Cartesian coordinates (Å):
C -1.03406 2.18924 1.66469
C 0.24419 2.10550 2.58222
Br 0.19122 0.28778 3.44486
C 1.42833 2.26903 1.60724
C 2.82010 2.53408 2.25219
C 3.82472 2.01756 1.12897
N 3.98186 0.54549 1.37995
C 4.23709 0.49131 2.84885
C 4.38413 -0.88328 3.57096
C 3.40706 -2.02508 3.19845
O 3.41791 -2.38635 1.82184
C 2.26474 -3.16267 1.57513
C 1.96107 -3.36304 0.07231
F 0.95897 -4.26721 0.02233
F 3.02184 -3.94623 -0.48986
C 1.49124 -2.08223 -0.64655
F 0.51267 -1.58614 0.11661
F 2.55411 -1.24884 -0.69258
C 1.04333 -2.26234 -2.11758
F 2.08790 -2.72017 -2.82249
F 0.05150 -3.13498 -2.29210
C 0.60985 -0.92677 -2.81610
F 1.44517 -0.60321 -3.82996
F 0.59638 0.12373 -1.98489
C 3.36589 1.64657 3.44603
H -1.28765 1.15408 1.41072
H -1.84931 2.70790 2.15609
H -0.71852 2.66141 0.72146
H 0.14840 2.89461 3.33671
H 1.39427 1.40963 0.91339
H 1.20715 3.15987 0.98891
H 3.07156 3.59468 2.39231
H 4.74200 2.59697 0.96185
H 3.32215 2.01764 0.12159
H 4.70286 0.05600 0.85881
H 3.05607 0.12438 1.28385
H 5.26776 0.88875 2.94744
H 5.41178 -1.22235 3.40528
H 4.24226 -0.71809 4.64893
H 3.77532 -2.90732 3.76838
H 2.40255 -1.81115 3.59835
H 1.33261 -2.78104 2.02777
H 2.44009 -4.17126 2.00061
H -0.37556 -1.07013 -3.28208
H 4.15448 2.31150 3.85756
H 2.74555 1.46247 4.32879
C -4.68230 4.94005 2.81899
Cl -4.25800 3.28961 3.29815
Cl -3.34749 5.72442 1.96618
H -5.54515 4.90402 2.16358
H -4.91688 5.51526 3.70743
C -3.63618 -1.18461 2.57351
Cl -4.49595 -1.07713 1.03490
Cl -3.18508 0.42566 3.12473
H -4.28027 -1.64777 3.31281
H -2.73783 -1.77941 2.44020
C 4.19320 2.12308 -3.80778
Cl 5.64763 2.79119 -4.54310
Cl 4.45100 1.73352 -2.09690
H 3.39448 2.85298 -3.88407
H 3.91728 1.21676 -4.33285
C 2.63830 2.41456 -7.09888
Cl 1.85133 2.46458 -8.67837
Cl 3.15449 4.02453 -6.58164
H 1.93720 2.01964 -6.37090
H 3.50965 1.77041 -7.16060
C 7.18338 -3.25015 5.72959
Cl 6.03921 -4.56946 5.47210
Cl 6.35652 -1.68516 5.79057
H 7.70082 -3.41135 6.66822
H 7.89563 -3.23978 4.91187
C 7.43035 -7.16528 3.22503
Cl 8.53359 -5.78703 3.33874
Cl 8.31315 -8.68822 3.10799
H 6.80660 -7.18762 4.11179
H 6.81357 -7.04776 2.34116
C 1.26181 -7.59027 -1.20671
Cl 2.71192 -8.58466 -1.02391
Cl -0.15042 -8.36652 -0.48131
H 1.42626 -6.63829 -0.71858
H 1.07275 -7.43618 -2.26318
C -0.29283 0.46667 -11.07280
Cl -1.48192 -0.81287 -11.34814
Cl -1.06029 2.05833 -10.99578
H 0.21533 0.27734 -10.13365
H 0.42306 0.46225 -11.88718
C -4.66013 8.88438 3.75224
Cl -5.87731 7.91751 4.59784
Cl -3.03250 8.24137 4.01344
H -4.87677 8.87031 2.68987
H -4.69988 9.90259 4.12343
C -3.02806 -5.81568 -0.35873
Cl -1.80618 -4.77429 -1.11230
Cl -2.58436 -6.24135 1.29752
H -3.98036 -5.29639 -0.34851
H -3.11079 -6.72818 -0.93871
C -6.43982 9.15121 -0.45096
Cl -6.77698 9.03880 1.28132
Cl -4.70346 9.25809 -0.76193
H -6.83135 8.26769 -0.94187
H -6.92311 10.03782 -0.84511
C -4.00643 -2.33935 -13.57980
Cl -3.42614 -2.98993 -12.04171
Cl -4.95669 -3.53379 -14.46884
H -4.62773 -1.47347 -13.38126
H -3.15209 -2.05130 -14.18209
C -6.46164 -7.72946 1.84092
Cl -5.72225 -6.13111 2.00067
Cl -6.87720 -8.07924 0.15942
H -5.75888 -8.47723 2.19153
H -7.36457 -7.76070 2.44002
C -9.60939 8.79562 6.38375
Cl -8.53858 10.19526 6.51477
Cl -8.69337 7.29936 6.16421
H -10.19627 8.71663 7.29158
H -10.26406 8.93355 5.53090

- Net charge: +1
- Highest occupied orbital energy: -11.821 eV
- Gap between HOMO and LUMO: 9.5 eV

---

Calculated total energy / Eh: -5397.18152, -5410.33771, -17484.27504
Maximum force / eV Å⁻¹: 4.823, 0.320, 3.109